# 1
{"formula": "C4H13NO2", "method": "the ωB97M-V functional and the def2-TZVPD basis", "species": ["C", "C", "C", "N", "C", "O", "H", "H", "H", "H", "H", "H", "H", "H", "H", "H", "H", "H", "H", "O"], "xyz": [[-0.127, -0.498, -2.827], [0.553, -0.636, -1.493], [0.248, -2.020, -0.915], [0.128, 0.454, -0.621], [0.521, 0.568, 0.794], [1.525, -0.292, 1.242], [-0.107, -1.326, -3.541], [-1.217, -0.430, -2.776], [0.302, 0.351, -3.351], [1.653, -0.478, -1.427], [0.187, -2.109, 0.161], [-0.679, -2.399, -1.310], [1.043, -2.670, -1.284], [0.369, 1.376, -1.005], [0.923, 1.522, 1.130], [-0.396, 0.293, 1.343], [1.237, -1.209, 1.188], [-1.899, 1.563, 2.783], [-3.027, 2.578, 2.636], [-2.352, 2.268, 3.252]], "forces_ev_per_a": [[0.0, 0.6, -1.5], [-1.4, -1.2, 1.1], [0.6, -0.2, -0.2], [2.8, 1.4, 0.3], [-0.2, -1.9, 1.7], [0.0, -0.1, -0.9], [1.0, -0.3, 0.5], [0.1, 0.6, 0.7], [-0.3, 0.3, -0.3], [-0.1, 0.0, -0.5], [0.0, 0.0, 0.1], [-0.4, 0.0, -0.1], [-0.1, -0.2, 0.2], [-1.2, 0.0, -0.7], [-0.7, 0.6, -0.8], [-0.2, 0.6, 0.0], [0.2, -0.1, 0.3], [-0.1, -0.1, 0.1], [0.0, 0.0, 0.1], [0.1, 0.0, -0.2]], "spin_multiplicity": 2, "lumo_ev": [-3.39, -8.36], "s2": 0.75, "charge": 1, "energy_ev": -9934.0859, "gap_ev": [11.0, 6.1], "max_force_ha_per_bohr": 0.061, "relative_energy_ev": 2.0696}

# 2
{"formula": "C4H13NO2", "method": "the ωB97M-V functional and the def2-TZVPD basis", "species": ["C", "N", "C", "C", "C", "O", "H", "H", "H", "H", "H", "H", "H", "H", "H", "H", "H", "H", "H", "O"], "xyz": [[0.481, -1.804, -0.342], [0.627, -0.282, 0.175], [-1.377, 0.038, -1.540], [-0.257, 0.555, -0.566], [-0.882, 1.536, 0.457], [-0.823, 2.930, -0.094], [1.318, -2.352, 0.179], [-0.475, -2.171, 0.172], [0.498, -1.897, -1.389], [1.532, -0.183, -0.207], [-2.185, 0.779, -1.724], [-0.867, -0.172, -2.439], [-1.982, -0.909, -1.393], [0.356, 1.243, -1.341], [-0.281, 1.447, 1.374], [-1.928, 1.438, 0.573], [-0.607, 3.457, 0.640], [1.988, -0.587, 2.652], [2.316, -1.745, 2.014], [2.548, -1.320, 2.798]], "forces_ev_per_a": [[-0.8, -0.1, 5.9], [-1.7, -3.7, -5.2], [-1.2, -1.2, 1.0], [-0.9, 1.5, -2.1], [1.5, 4.0, -0.3], [-0.1, -3.6, -0.5], [-0.8, 0.5, -0.9], [1.2, 0.3, -1.3], [0.0, 0.4, -1.4], [2.2, 1.5, 1.0], [1.0, 0.0, 0.3], [0.5, 0.0, -1.4], [1.0, 0.9, 0.7], [-0.7, -1.0, 2.2], [-0.7, 0.4, 0.0], [-1.1, -1.2, 0.3], [0.5, 1.5, 1.5], [-0.8, 2.0, 0.8], [0.1, -2.2, -2.0], [0.8, 0.2, 1.3]], "spin_multiplicity": 2, "lumo_ev": [-3.47, -9.40], "s2": 0.76, "charge": 1, "energy_ev": -9932.0080, "gap_ev": [11.7, 5.7], "max_force_ha_per_bohr": 0.129, "relative_energy_ev": 4.1475}

# 3
{"formula": "C4H13NO2", "method": "the ωB97M-V functional and the def2-TZVPD basis", "species": ["C", "N", "C", "C", "C", "O", "H", "H", "H", "H", "H", "H", "H", "H", "H", "H", "H", "H", "H", "O"], "xyz": [[0.375, 1.135, 1.532], [-0.510, 0.443, 0.608], [-1.925, 0.627, 0.824], [-0.089, -0.885, 0.214], [-0.459, -1.169, -1.282], [0.743, -1.573, -1.887], [-0.116, 2.017, 1.925], [0.589, 0.445, 2.360], [1.305, 1.392, 1.022], [-2.171, 0.236, 1.821], [-2.488, 0.075, 0.074], [-2.177, 1.681, 0.806], [-0.586, -1.611, 0.856], [0.992, -0.972, 0.265], [-0.845, -0.255, -1.744], [-1.242, -1.919, -1.350], [0.561, -2.069, -2.693], [3.309, 1.297, -1.073], [2.011, 0.523, -1.463], [2.725, 0.581, -0.815]], "forces_ev_per_a": [[-0.1, 0.3, -0.3], [0.1, -0.8, 2.0], [-0.2, 0.1, -0.6], [0.0, 0.1, -1.7], [0.0, 0.2, 0.4], [0.0, 0.0, -0.1], [0.0, 0.1, 0.0], [0.1, 0.0, -0.2], [0.1, -0.2, 0.0], [0.1, 0.0, 0.0], [0.0, 0.1, 0.1], [0.0, 0.1, 0.0], [0.0, 0.0, 0.3], [0.1, 0.1, 0.3], [0.0, 0.1, 0.0], [0.0, -0.2, 0.0], [0.0, 0.0, 0.0], [0.0, 0.1, -0.2], [0.5, 0.0, -0.2], [-0.5, -0.1, 0.4]], "spin_multiplicity": 2, "lumo_ev": [-2.73, -7.21], "s2": 0.75, "charge": 1, "energy_ev": -9935.3775, "gap_ev": [12.0, 7.6], "max_force_ha_per_bohr": 0.042, "relative_energy_ev": 0.7780}

# 4
{"formula": "C4H13NO2P", "method": "the ωB97M-V functional and the def2-TZVPD basis", "species": ["C", "C", "C", "C", "N", "O", "O", "P", "H", "H", "H", "H", "H", "H", "H", "H", "H", "H", "H", "H", "H"], "xyz": [[0.960, -1.054, 0.643], [2.732, 0.398, -0.212], [-3.167, -0.805, 0.357], [0.449, 0.544, -1.033], [1.324, 0.351, 0.089], [-1.097, 0.955, 1.196], [-2.156, -0.341, -0.676], [-1.262, 0.816, -0.232], [-0.117, -0.985, 0.669], [1.309, -1.818, -0.120], [1.302, -1.242, 1.620], [3.046, -0.470, -0.830], [2.980, 1.280, -0.786], [3.277, 0.410, 0.792], [-3.238, -0.115, 1.221], [-2.887, -1.748, 0.697], [-4.062, -0.838, -0.133], [0.375, -0.232, -1.859], [0.661, 2.029, -1.465], [1.218, 0.888, 0.857], [-1.647, 1.977, -0.794]], "forces_ev_per_a": [[-0.5, -0.2, -2.6], [2.7, -0.5, 0.5], [1.6, 2.0, 0.5], [-2.6, 5.1, -1.4], [1.3, -5.5, -2.2], [0.7, 0.4, 2.2], [-1.7, -1.6, 0.4], [1.7, 0.7, -1.2], [0.0, -0.7, 0.3], [-0.4, 1.0, 1.1], [0.9, 0.1, 1.1], [-0.3, 0.4, 0.6], [-0.1, 0.4, 0.1], [-0.5, -0.1, -1.6], [0.3, -0.3, -0.7], [0.7, -1.6, 0.4], [-2.2, -0.1, -1.4], [1.0, 1.1, 1.1], [-0.4, -4.7, 0.8], [-1.7, 3.2, 2.8], [-0.7, 0.9, -0.9]], "lumo_ev": -3.40, "charge": 1, "energy_ev": -19224.0061, "gap_ev": 11.3, "max_force_ha_per_bohr": 0.117, "relative_energy_ev": 1.7852}

# 5
{"formula": "C4H13NO2S", "method": "the ωB97M-V functional and the def2-TZVPD basis", "species": ["C", "N", "C", "C", "S", "C", "O", "H", "H", "H", "H", "H", "H", "H", "H", "H", "H", "H", "H", "H", "O"], "xyz": [[-1.175, -1.140, -1.310], [-0.648, -0.939, 0.036], [-0.211, 0.434, 0.357], [0.923, 0.914, -0.562], [2.033, 2.129, 0.255], [-1.420, 1.352, 0.394], [-1.208, 2.405, 1.328], [-1.269, -2.213, -1.445], [-2.165, -0.691, -1.391], [-0.573, -0.692, -2.112], [0.099, -1.590, 0.241], [0.204, 0.347, 1.352], [0.553, 1.398, -1.449], [1.559, 0.095, -0.875], [1.135, 2.618, 1.119], [-1.541, 1.816, -0.589], [-2.289, 0.768, 0.647], [-1.973, 2.488, 1.913], [0.439, -5.826, 0.121], [-0.577, -6.514, -0.874], [-0.015, -5.750, -0.720]], "forces_ev_per_a": [[0.1, 0.1, 0.3], [-0.2, 0.5, 0.0], [0.3, -1.3, -0.3], [0.1, 0.7, 0.5], [0.1, -0.2, 0.0], [0.6, 0.5, -0.2], [-0.2, 0.2, 0.5], [-0.1, 0.0, -0.3], [-0.1, -0.1, 0.1], [0.1, -0.2, 0.0], [0.0, 0.0, -0.2], [0.0, 0.2, 0.4], [-0.3, 0.1, -0.4], [0.1, -0.2, 0.1], [-0.1, 0.0, -0.1], [-0.3, -0.1, -0.1], [-0.4, -0.2, 0.1], [0.3, -0.1, -0.3], [-0.2, -0.4, 0.0], [0.2, -0.1, 0.4], [0.0, 0.5, -0.4]], "lumo_ev": 0.79, "charge": 0, "energy_ev": -20778.3439, "gap_ev": 9.3, "max_force_ha_per_bohr": 0.026, "smiles": "CN[C@H](CO)CS.O", "relative_energy_ev": 0.8760}

# 6
{"formula": "C4H13NO3", "method": "the ωB97M-V functional and the def2-TZVPD basis", "species": ["C", "N", "C", "C", "C", "O", "H", "H", "H", "H", "H", "H", "H", "H", "H", "H", "H", "O", "H", "H", "O"], "xyz": [[0.975, -1.537, -0.912], [0.968, -0.181, -0.898], [1.246, 0.598, 0.347], [0.267, 1.709, 0.595], [0.681, 3.009, -0.126], [1.184, -2.176, 0.108], [0.961, -2.018, -1.886], [0.513, 0.447, -1.545], [1.304, -0.174, 1.124], [2.286, 0.918, 0.262], [-0.711, 1.382, 0.270], [0.230, 1.946, 1.655], [-0.125, 3.731, -0.278], [1.135, 2.770, -1.103], [1.473, 3.536, 0.374], [-2.139, -0.947, 1.955], [-3.109, 0.279, 1.939], [-2.427, -0.184, 1.409], [-1.637, -0.701, -1.297], [-2.152, -1.392, 0.019], [-1.658, -1.534, -0.815]], "forces_ev_per_a": [[0.6, 0.1, 1.5], [0.1, 1.9, 0.6], [0.8, -2.1, -0.1], [0.4, 1.0, -0.2], [0.1, -0.5, -0.9], [0.2, -0.1, -0.7], [-0.5, 0.0, -0.4], [0.1, -0.9, -0.7], [-0.5, 0.4, 0.1], [0.0, 0.5, 0.0], [-0.4, -0.1, 0.2], [-0.3, -0.3, 0.1], [-0.1, -0.2, 0.0], [-0.4, 0.1, 0.0], [0.4, 0.1, 0.6], [-0.2, 0.3, 0.3], [0.0, -0.2, 0.1], [0.2, -0.1, 0.0], [-0.4, 0.1, 0.5], [0.1, 0.6, -0.6], [-0.1, -0.7, -0.4]], "spin_multiplicity": 2, "lumo_ev": [3.43, 3.34], "s2": 0.75, "charge": -1, "energy_ev": -11990.4049, "gap_ev": [2.7, 9.8], "max_force_ha_per_bohr": 0.044, "relative_energy_ev": 0.8874}